Computed, not measured: a structure of composition Br2I2Si in a non-equilibrium geometry, with ωB97M-V/def2-TZVPD.

Output
<S²>: 2.007
2S+1: 3
Frontier orbital gap (spin up / spin down) (eV): 7.713 / 5.996

Element x y z (Å)
Si: -0.108 -0.156 -0.012
Br: -0.961 1.914 -0.429
Br: 1.265 0.324 1.774
I: -2.110 -1.548 -0.148
I: 2.302 -1.275 -1.983